[1]
{"formula": "C5H8O2", "method": "ωB97M-V/def2-TZVPD", "elements": ["C", "C", "C", "C", "C", "H", "H", "H", "H", "H", "H", "H", "H", "O", "O"], "coordinates": [[-0.67942, 0.31759, -1.37638], [0.10146, 0.88370, 0.65951], [-0.70925, -0.54677, 1.27362], [0.43140, -1.16374, 0.54475], [1.26347, 0.12554, 0.49652], [-1.85807, 0.09184, -1.51924], [-0.09118, 0.54527, -2.22200], [0.24792, 1.65625, 1.59100], [-1.92398, -0.43742, 1.02389], [-0.41844, -0.37842, 2.35687], [0.95084, -2.13804, 0.62047], [1.96779, 0.07354, -0.44489], [1.86167, 0.13443, 1.39026], [-0.44270, 1.37586, -0.50227], [0.04488, -1.03153, -1.04580]], "atomic_forces_ev_per_a": [[-0.80, -3.37, 0.43], [-3.80, 2.63, 4.34], [-1.23, 4.45, 0.70], [0.33, 0.28, -5.24], [5.20, -4.75, -0.72], [2.85, 0.59, 0.29], [-0.41, 0.28, -1.65], [-0.98, -1.01, -2.89], [3.51, -1.29, 0.71], [-1.00, -0.75, -1.02], [-0.93, 0.26, 0.12], [-1.50, 0.77, 1.87], [0.68, 0.44, 0.42], [-0.46, 0.38, 0.61], [-1.46, 1.10, 2.03]], "homo_ev": -8.949, "total_energy_ha": -345.60504, "smiles": "C1O[C@H]2C[C@H](C2)O1"}

[2]
{"formula": "C5H8O2", "method": "ωB97M-V/def2-TZVPD", "elements": ["C", "C", "O", "C", "C", "O", "C", "H", "H", "H", "H", "H", "H", "H", "H"], "coordinates": [[-1.76787, 0.09369, 0.86687], [-1.67617, -0.50800, -0.50419], [0.62290, 1.16056, -1.53787], [0.94525, 1.85002, -0.60116], [1.89530, -1.06149, -0.05990], [1.55812, -0.97227, 1.09560], [-1.38901, -1.30038, 0.47578], [-0.98933, 0.78235, 1.21734], [-2.74676, 0.28962, 1.31491], [-1.75971, -0.31100, -1.56110], [0.24960, 2.56363, -0.12380], [1.95981, 1.79667, -0.16207], [1.22392, -1.45525, -0.84287], [2.90029, -0.73644, -0.39738], [-1.05113, -2.25473, 0.84651]], "atomic_forces_ev_per_a": [[-0.07, 0.26, 0.24], [0.05, -0.26, 0.11], [0.19, 0.37, 0.44], [-0.09, -0.19, -0.28], [-0.09, 0.00, 0.38], [0.22, -0.04, -0.56], [-0.07, 0.05, -0.27], [-0.10, -0.14, -0.07], [0.17, -0.05, -0.09], [0.02, -0.06, 0.17], [0.00, -0.05, -0.13], [-0.10, 0.00, -0.03], [0.02, -0.01, 0.12], [-0.10, -0.03, 0.05], [-0.07, 0.14, -0.08]], "homo_ev": -9.242, "total_energy_ha": -345.62849, "smiles": "C1=CC1.C=O.C=O"}

[3]
{"formula": "C5H8O2", "method": "ωB97M-V/def2-TZVPD", "elements": ["O", "C", "C", "C", "C", "O", "C", "H", "H", "H", "H", "H", "H", "H", "H"], "coordinates": [[-1.86067, 1.09452, 0.67517], [-1.21771, -0.15091, 0.77019], [-0.73602, -0.74117, -0.59199], [0.59811, -0.10035, -0.25397], [1.80107, 0.01855, -1.03818], [0.72372, 1.06672, -1.02875], [0.26645, -0.04185, 1.21629], [-1.29683, 1.68598, 0.15480], [-1.86750, -0.79457, 1.36134], [-1.20184, -0.31602, -1.48887], [-0.73756, -1.82879, -0.63127], [2.44580, 0.81145, -0.71672], [1.89539, -0.62373, -1.92592], [0.57485, 0.85774, 1.75190], [0.61273, -0.93758, 1.74599]], "atomic_forces_ev_per_a": [[0.05, 0.16, -0.19], [-0.16, -0.40, 0.26], [-0.16, -0.28, 0.02], [-0.27, -0.08, 0.17], [-0.75, 1.15, -0.77], [-0.83, 0.11, -0.66], [-0.02, 0.18, 0.13], [-0.13, -0.08, 0.06], [0.02, 0.08, 0.02], [0.07, -0.20, 0.24], [-0.07, -0.07, 0.14], [2.21, -1.40, 0.45], [0.24, 0.72, 0.22], [-0.13, -0.05, 0.04], [-0.08, 0.16, -0.14]], "homo_ev": -10.023, "total_energy_ha": -345.68609, "smiles": "O[C@H]1C[C@]2(CO2)C1"}

[4]
{"formula": "C5H8O2", "method": "ωB97M-V/def2-TZVPD", "elements": ["C", "C", "O", "C", "C", "O", "C", "H", "H", "H", "H", "H", "H", "H", "H"], "coordinates": [[0.14500, 0.03392, 2.22717], [-0.44891, -0.42853, 0.91601], [-1.20011, 0.61983, 0.29201], [-0.16353, 0.02874, -0.45047], [-0.55480, -0.55483, -1.79837], [0.58474, 0.05542, -2.42008], [0.98853, 0.70135, -1.20153], [0.95764, -0.58230, 2.62165], [0.47107, 1.07421, 2.14913], [-0.67297, 0.00874, 2.95899], [-0.95153, -1.39850, 0.96512], [-0.59790, -1.64048, -1.94172], [-1.49846, -0.09984, -2.12986], [0.94022, 1.79391, -1.27017], [2.00101, 0.38837, -0.91790]], "atomic_forces_ev_per_a": [[0.07, 0.01, -0.06], [-0.01, -0.13, 0.15], [-0.21, 0.20, -0.04], [0.05, -0.09, -0.08], [-0.26, -0.24, 0.03], [0.11, 0.01, -0.13], [0.14, 0.25, 0.28], [-0.08, -0.02, -0.23], [0.09, -0.17, -0.06], [0.19, 0.02, -0.09], [-0.13, 0.21, 0.05], [0.13, 0.12, 0.08], [0.14, -0.13, -0.04], [-0.05, -0.11, 0.04], [-0.18, 0.08, 0.10]], "homo_ev": -9.830, "total_energy_ha": -345.70570, "smiles": "C[C@H]1OC12COC2"}

[5]
{"formula": "C5H8O2", "method": "ωB97M-V/def2-TZVPD", "elements": ["C", "C", "O", "C", "C", "O", "C", "H", "H", "H", "H", "H", "H", "H", "H"], "coordinates": [[1.64352, -0.04562, -0.23646], [0.49266, 0.08747, -1.19560], [-0.65251, -0.70512, -1.21538], [-1.05710, -1.04486, 0.08823], [-1.16935, 0.20080, 0.97218], [0.00540, 0.99699, 1.06679], [0.71878, 1.14698, -0.15979], [1.40980, -0.43982, 0.75347], [2.67874, -0.13615, -0.54446], [0.75496, 0.32163, -2.22473], [-0.36745, -1.79692, 0.50407], [-2.04165, -1.50980, -0.01373], [-1.95236, 0.86132, 0.59031], [-1.41984, -0.12378, 1.98909], [0.95639, 2.18690, -0.37400]], "atomic_forces_ev_per_a": [[0.18, -0.28, 0.43], [0.15, 0.15, -0.01], [0.09, -0.02, -0.01], [-0.10, 0.01, 0.27], [-0.26, 0.04, -0.05], [-0.14, 0.28, -0.29], [-0.15, 0.12, 0.26], [0.62, -0.82, -0.60], [-0.15, 0.36, -0.20], [0.10, 0.15, 0.28], [-0.13, 0.23, 0.06], [0.09, 0.09, 0.13], [-0.31, -0.27, -0.05], [0.03, 0.22, -0.15], [-0.01, -0.26, -0.07]], "homo_ev": -9.253, "total_energy_ha": -345.70843, "smiles": "C1CO[C@@H]2C[C@@H]2O1"}

[6]
{"formula": "C5H8O2", "method": "ωB97M-V/def2-TZVPD", "elements": ["O", "C", "C", "O", "C", "C", "C", "H", "H", "H", "H", "H", "H", "H", "H"], "coordinates": [[-2.41180, 1.01932, 0.15095], [-2.14362, -0.32068, 0.53032], [-0.93718, -0.87152, -0.20983], [0.17557, -0.13910, 0.25000], [1.30427, -0.16006, -0.59131], [2.24294, 0.85590, -0.04182], [3.18545, 1.35346, 0.55402], [-1.67027, 1.60843, 0.38190], [-3.02368, -0.91758, 0.24078], [-1.99956, -0.41268, 1.62109], [-1.00434, -0.58016, -1.25277], [-0.85023, -1.98386, -0.16005], [1.07129, -0.12632, -1.68736], [1.88216, -1.10495, -0.54708], [4.17899, 1.77980, 0.76117]], "atomic_forces_ev_per_a": [[0.12, 0.26, 0.10], [-0.02, -0.28, -0.10], [-0.08, 0.19, -0.38], [0.39, -0.36, 0.29], [0.65, -0.15, 0.07], [1.49, -0.04, 0.54], [-0.19, -0.21, -1.52], [-0.28, -0.67, -0.02], [0.21, 0.31, 0.16], [0.00, 0.00, -0.32], [-0.60, -0.31, -0.54], [0.17, 0.67, 0.33], [-0.12, 0.83, 0.79], [-0.40, 0.03, 0.41], [-1.34, -0.28, 0.19]], "homo_ev": -9.985, "total_energy_ha": -345.67956, "smiles": "C#CCOCCO"}

The records above give, respectively, lowest unoccupied orbital energy values of 0.902, 0.594, 0.946, 0.970, 1.077, 0.919 eV.
The records above give, respectively, ΔE to the lowest compared entry with this formula, charge and spin values of 5.4401, 4.8018, 3.2344, 2.7009, 2.6266, 3.4122 eV.